ORCA calculation (the ωB97M-V functional and the def2-TZVPD basis) on a single C5H9O2PS molecule at a distorted geometry.

```
18
Properties=species:S:1:pos:R:3:lowdin_charge:R:1
C -2.3911 -0.9245 0.0321 -0.09
C -1.1273 -1.1463 0.8461 -0.32
O -0.2560 -0.0305 0.7970 -0.44
P 0.5340 0.4269 -0.5711 0.68
C -0.2883 2.0712 -0.8405 -0.32
S 2.2229 1.3069 0.3780 0.66
C 3.3747 -0.0947 0.3990 -0.44
C 2.8699 -1.0810 -0.2530 -0.40
O 2.1904 -1.8059 -0.8647 0.09
H -3.0585 -1.7730 0.1436 0.07
H -2.8991 -0.0241 0.3642 0.08
H -2.1443 -0.8158 -1.0251 0.07
H -0.6117 -2.0512 0.5041 0.11
H -1.3754 -1.2591 1.9060 0.12
H 0.3346 2.6761 -1.4922 0.03
H -1.2478 1.9069 -1.3232 0.03
H -0.4362 2.5786 0.1089 0.03
H 4.3093 0.0396 0.8908 0.06
```

Values from the calculation:
**HOMO**: -0.2989 Eh
**ΔE to the lowest compared entry with this formula, charge and spin**: 0.00 kcal per mole
**E_LUMO**: 0.47 eV
**Frontier orbital gap**: 8.604 eV
**Net charge**: 0
**DFT total energy**: -29548.95676 eV
**SMILES**: CCOP(C)SC=C=O

=====

ORCA calculation (the ωB97M-V functional and the def2-TZVPD basis) on a gas-phase ion, C5H9O2Se (charge -1) at a distorted geometry.

```
17
Properties=species:S:1:pos:R:3:lowdin_charge:R:1
C -0.2519 1.5049 1.9121 -0.13
C 0.3643 0.3293 1.0569 -0.22
C -0.7287 -0.4207 -0.0227 -0.48
Se -1.0028 0.4526 -1.7505 0.88
C 0.7408 -0.0458 -2.4125 -0.40
C -0.4840 -1.9433 -0.1651 -0.81
O -0.1040 -2.4798 0.8850 -0.07
O -0.7031 -2.3892 -1.3003 -0.10
H -0.4090 2.4002 1.3786 0.02
H 0.5513 1.6962 2.6976 0.06
H -1.2101 1.1916 2.6099 0.11
H 0.7634 -0.5021 1.6103 0.07
H 1.2290 0.6734 0.5697 0.05
H -1.6450 -0.3003 0.4727 0.04
H 1.3871 -0.0813 -1.6355 -0.02
H 0.5431 -0.9443 -2.9406 0.00
H 0.9595 0.8588 -2.9655 -0.01
```

Values from the calculation:
**HOMO**: -0.1393 Eh
**ΔE to the lowest compared entry with this formula, charge and spin**: 0.00 kcal per mole
**E_LUMO**: 3.25 eV
**Frontier orbital gap**: 7.046 eV
**Net charge**: -1
**DFT total energy**: -74772.49634 eV
**SMILES**: CC[C@@H]([Se]C)C(=O)[O-]